# C57H43KN9OTe

A structure of composition C57H43KN9OTe (ωB97M-V with the def2-TZVPD basis set, the OMol25 dataset).

The geometry in XYZ format:
```
112
Properties=species:S:1:pos:R:3:mulliken_spin:R:1
K 1.05 1.58 -1.00 0.02
C 7.65 2.37 0.36 0.00
C 7.62 3.35 -0.64 0.00
C 6.41 3.85 -1.11 0.00
C 5.24 3.35 -0.57 0.00
C 3.81 3.62 -0.82 0.01
N 3.41 4.51 -1.70 0.00
C 2.11 4.78 -1.93 0.01
C 1.69 5.89 -2.81 0.00
C 2.40 6.82 -3.56 0.00
C 1.68 7.75 -4.29 0.00
C 0.28 7.76 -4.26 0.00
C -0.43 6.84 -3.50 0.00
C 0.29 5.90 -2.78 0.00
C -0.09 4.80 -1.88 0.00
N -1.34 4.57 -1.53 0.00
C -1.70 3.71 -0.57 0.00
N -0.89 2.94 0.19 0.00
C -1.63 2.30 1.10 -0.01
N -1.20 1.42 2.03 0.00
C 0.06 1.11 2.22 -0.01
N 1.16 1.62 1.60 0.00
C 2.25 1.00 2.05 0.00
N 3.52 1.21 1.69 0.00
C 3.86 2.09 0.76 0.00
N 3.06 2.84 -0.01 0.00
C 5.27 2.37 0.43 0.00
C 6.47 1.87 0.90 0.00
C 1.87 -0.04 3.04 0.00
C 2.59 -1.00 3.72 0.00
C 1.89 -1.88 4.54 0.00
C 0.50 -1.80 4.65 0.00
C -0.23 -0.83 3.96 0.00
C 0.48 0.05 3.15 0.00
C -3.04 2.64 0.94 0.00
C -4.20 2.27 1.61 0.00
C -5.40 2.79 1.17 0.00
C -5.45 3.69 0.09 0.00
C -4.30 4.07 -0.57 0.00
C -3.09 3.54 -0.14 0.00
N 1.03 4.17 -1.44 0.00
H 8.60 1.99 0.70 0.00
H 8.55 3.72 -1.05 0.00
H 6.37 4.61 -1.88 0.00
H 3.48 6.80 -3.57 0.00
H 2.20 8.48 -4.89 0.00
H -0.26 8.50 -4.84 0.00
H -1.51 6.84 -3.46 0.00
H 6.48 1.10 1.67 0.00
H 3.66 -1.07 3.60 0.00
H 2.42 -2.65 5.08 0.00
H -0.03 -2.51 5.28 0.00
H -1.31 -0.78 4.02 0.00
H -4.15 1.58 2.44 0.00
H -6.33 2.51 1.67 0.00
H -6.41 4.08 -0.23 0.00
H -4.33 4.77 -1.40 0.00
C -5.01 -4.64 4.69 0.00
C -4.02 -4.05 3.72 0.00
C -4.37 -3.01 2.87 0.00
C -3.46 -2.46 1.96 0.00
C -3.91 -1.30 1.11 0.00
C -2.16 -2.98 1.89 0.01
Te -0.75 -2.16 0.53 -0.01
N 1.18 -1.13 -1.54 0.98
C 2.42 -0.94 -1.87 -0.06
O 2.86 0.08 -2.49 0.02
C 3.41 -2.00 -1.44 0.01
C 3.18 -2.83 -0.34 0.04
C 4.12 -3.78 0.04 0.00
C 5.30 -3.91 -0.68 0.00
C 5.54 -3.09 -1.77 0.00
C 4.61 -2.13 -2.14 0.00
C -1.87 -2.58 -1.22 -0.01
C -2.34 -1.55 -2.05 0.00
C -2.15 -0.08 -1.81 0.02
C -3.06 -1.89 -3.20 0.00
C -3.34 -3.20 -3.54 0.00
C -4.11 -3.54 -4.79 0.00
C -2.87 -4.21 -2.71 0.00
C -2.14 -3.92 -1.56 0.01
C -1.66 -5.08 -0.73 0.00
C -1.78 -4.00 2.77 0.00
C -0.39 -4.60 2.79 0.00
C -2.71 -4.53 3.66 0.00
H -5.96 -4.11 4.64 0.00
H -4.64 -4.57 5.72 0.00
H -5.19 -5.69 4.48 0.00
H -5.37 -2.61 2.92 0.00
H -4.88 -0.93 1.46 0.00
H -4.01 -1.60 0.07 0.00
H -3.19 -0.49 1.16 0.00
H 2.26 -2.71 0.21 0.00
H 3.93 -4.40 0.90 0.00
H 6.03 -4.65 -0.38 0.00
H 6.47 -3.18 -2.32 0.00
H 4.78 -1.45 -2.96 0.00
H -1.68 0.16 -0.86 -0.02
H -3.12 0.42 -1.83 0.00
H -1.54 0.35 -2.60 0.00
H -3.42 -1.09 -3.83 0.00
H -4.44 -2.63 -5.31 0.00
H -5.00 -4.12 -4.55 0.00
H -3.51 -4.12 -5.48 0.00
H -3.06 -5.24 -2.97 0.00
H -1.84 -6.02 -1.25 0.00
H -2.17 -5.11 0.23 0.00
H -0.59 -4.99 -0.52 0.00
H 0.38 -3.87 2.59 0.00
H -0.30 -5.39 2.04 0.00
H -0.20 -5.04 3.77 0.00
H -2.40 -5.32 4.33 0.00
```

Computed properties:
Gap between HOMO and LUMO, eV: 4.72
F_max, Eh/bohr: 0.0106
E_tot, Eh: -3634.0613
Spin multiplicity: 2
Total charge: -2

# C57H44BrF7NO4P3SSn

A structure of composition C57H44BrF7NO4P3SSn in a non-equilibrium geometry (ωB97M-V with the def2-TZVPD basis set, the OMol25 dataset).

The geometry in XYZ format:
```
119
Properties=species:S:1:pos:R:3:nbo_charge:R:1
Sn 0.75 1.13 -0.59 1.21
N -1.26 -1.76 0.00 -1.26
P -0.30 -1.40 1.40 1.04
C -0.11 -3.02 2.24 -0.39
C -1.14 -3.97 2.25 -0.23
C -1.05 -5.09 3.06 -0.18
C 0.06 -5.26 3.88 -0.18
C 1.08 -4.33 3.88 -0.21
C 1.00 -3.21 3.05 -0.14
C -1.55 -0.82 2.62 -0.37
C -1.05 -0.20 3.77 -0.19
C -1.90 0.22 4.78 -0.22
C -3.27 0.02 4.66 -0.20
C -3.77 -0.60 3.53 -0.18
C -2.92 -1.04 2.52 -0.23
P -0.47 -1.31 -1.47 1.00
C 0.13 -2.87 -2.16 -0.43
C 0.20 -4.07 -1.45 -0.17
C 0.60 -5.23 -2.10 -0.22
C 0.95 -5.19 -3.44 -0.18
C 0.93 -3.99 -4.14 -0.18
C 0.53 -2.83 -3.50 -0.19
C -1.86 -0.98 -2.61 -0.31
C -2.68 -1.99 -3.11 -0.21
C -3.67 -1.69 -4.02 -0.20
C -3.84 -0.39 -4.47 -0.17
C -3.02 0.62 -4.00 -0.21
C -2.04 0.33 -3.06 -0.22
H -1.60 -2.72 -0.03 0.41
H -2.03 -3.83 1.64 0.20
H -1.85 -5.81 3.07 0.23
H 0.11 -6.12 4.54 0.23
H 1.94 -4.46 4.52 0.23
H 1.80 -2.48 3.05 0.21
H 0.03 -0.09 3.87 0.21
H -1.50 0.68 5.67 0.23
H -3.93 0.33 5.45 0.23
H -4.84 -0.78 3.44 0.23
H -3.33 -1.59 1.68 0.21
H -0.05 -4.11 -0.39 0.21
H 0.63 -6.16 -1.56 0.23
H 1.25 -6.10 -3.94 0.23
H 1.22 -3.95 -5.18 0.23
H 0.51 -1.88 -4.03 0.23
H -2.52 -3.01 -2.78 0.22
H -4.31 -2.48 -4.40 0.23
H -4.60 -0.17 -5.21 0.23
H -3.14 1.63 -4.37 0.23
H -1.40 1.12 -2.68 0.20
F 7.04 5.59 0.79 -0.25
C 6.20 4.58 0.81 0.32
C 6.67 3.28 0.95 0.28
F 7.97 3.05 1.07 -0.26
C 5.78 2.22 0.96 0.41
F 6.27 1.00 1.13 -0.30
C 4.41 2.41 0.81 -0.44
P 3.28 0.96 0.65 0.86
C 4.06 -0.15 -0.57 -0.40
C 5.17 0.12 -1.35 -0.18
C 5.64 -0.84 -2.23 -0.19
C 4.99 -2.06 -2.35 -0.16
C 3.84 -2.31 -1.62 -0.22
C 3.38 -1.36 -0.73 -0.16
C 3.54 0.10 2.24 -0.40
C 2.75 0.52 3.31 -0.21
C 2.88 -0.08 4.55 -0.21
C 3.80 -1.10 4.73 -0.18
C 4.59 -1.52 3.67 -0.22
C 4.46 -0.93 2.42 -0.12
C 3.96 3.73 0.72 -0.11
Br 2.12 4.15 0.70 0.14
C 4.84 4.79 0.71 0.31
F 4.38 6.03 0.62 -0.28
H 5.67 1.08 -1.29 0.22
H 6.53 -0.64 -2.82 0.24
H 5.37 -2.80 -3.03 0.23
H 3.31 -3.25 -1.74 0.23
H 2.49 -1.55 -0.13 0.20
H 2.04 1.32 3.15 0.21
H 2.26 0.24 5.38 0.23
H 3.91 -1.57 5.70 0.23
H 5.32 -2.31 3.81 0.23
H 5.07 -1.27 1.59 0.23
F 0.39 3.13 -3.00 -0.35
C 1.43 2.88 -3.85 0.72
F 0.91 2.41 -4.97 -0.29
F 2.04 4.04 -4.08 -0.29
S 2.54 1.68 -3.00 2.37
O 1.61 0.57 -2.72 -1.07
O 3.65 1.41 -3.83 -0.87
O 2.77 2.39 -1.75 -1.02
C -7.38 -0.15 -1.76 -0.17
C -6.44 -1.09 -1.37 -0.19
C -5.19 -0.69 -0.92 -0.20
C -4.88 0.67 -0.86 0.00
C -5.83 1.62 -1.25 -0.20
C -7.07 1.21 -1.70 -0.19
C -3.57 1.10 -0.34 -0.30
C -3.16 2.31 -0.20 0.41
C -2.94 3.64 -0.05 -0.19
C -3.60 4.33 1.01 -0.07
C -3.51 5.69 1.09 -0.24
C -2.73 6.39 0.17 -0.05
C -2.04 5.73 -0.85 -0.23
C -2.14 4.37 -0.97 -0.08
H -8.35 -0.47 -2.11 0.24
H -6.68 -2.14 -1.42 0.23
H -4.46 -1.43 -0.62 0.22
H -5.59 2.67 -1.20 0.21
H -7.80 1.95 -1.99 0.24
H -2.90 0.29 -0.02 0.32
H -4.20 3.76 1.71 0.24
H -4.04 6.23 1.87 0.25
H -2.65 7.47 0.26 0.25
H -1.44 6.30 -1.55 0.25
H -1.62 3.83 -1.74 0.24
O -0.65 2.29 1.49 -0.97
H -0.88 1.92 2.36 0.51
H -0.31 3.18 1.65 0.50
```

Computed properties:
Gap between HOMO and LUMO, eV: 5.61
F_max, Eh/bohr: 0.0230
E_tot, Eh: -7463.3195
Spin multiplicity: 1
Total charge: +2

# C57H46N6O3P2PdS4

A structure of composition C57H46N6O3P2PdS4 in a non-equilibrium geometry (ωB97M-V with the def2-TZVPD basis set, the OMol25 dataset).

The geometry in XYZ format:
```
119
Properties=species:S:1:pos:R:3:mulliken_charge:R:1
Pd 0.19 0.20 0.07 -1.11
C 5.59 5.44 0.31 -2.31
C 4.63 4.51 -0.42 2.12
C 4.85 4.67 -1.94 -1.73
C 4.86 3.05 -0.06 0.43
C 6.10 2.52 0.27 0.05
C 6.27 1.16 0.50 -1.46
C 5.19 0.29 0.40 -0.20
C 3.94 0.79 0.06 0.17
P 2.44 -0.25 -0.06 1.64
C 2.72 -1.16 -1.62 0.54
C 1.72 -1.12 -2.59 -0.44
C 1.84 -1.85 -3.76 -0.86
C 2.98 -2.61 -3.98 -0.66
C 4.00 -2.62 -3.04 -0.70
C 3.87 -1.90 -1.86 -0.23
C 2.75 -1.41 1.30 0.97
C 2.52 -2.77 1.17 -0.54
C 2.60 -3.60 2.27 -0.48
C 2.92 -3.08 3.52 -0.84
C 3.15 -1.71 3.66 -0.76
C 3.05 -0.88 2.56 -0.37
C 3.81 2.15 -0.16 -0.69
O 2.54 2.55 -0.44 0.22
C 2.22 3.84 -0.17 -0.53
C 0.87 4.06 0.07 0.10
C 0.44 5.35 0.32 0.04
C 1.36 6.39 0.36 -1.41
C 2.71 6.13 0.15 -0.07
C 3.17 4.85 -0.12 0.62
P -0.27 2.61 0.10 1.38
C -1.49 3.09 -1.14 1.39
C -2.54 3.97 -0.91 -0.41
C -3.43 4.26 -1.94 -0.95
C -3.25 3.70 -3.20 -0.62
C -2.19 2.85 -3.43 -0.56
C -1.32 2.53 -2.41 -0.63
C -0.96 2.80 1.77 0.87
C -2.31 2.58 2.05 -0.12
C -2.73 2.54 3.37 -1.00
C -1.83 2.71 4.41 -0.82
C -0.49 2.94 4.13 -0.74
C -0.06 2.97 2.81 -0.79
H 6.62 5.20 0.06 0.52
H 5.47 5.36 1.40 0.40
H 5.43 6.48 0.02 0.51
H 5.88 4.41 -2.20 0.40
H 4.66 5.70 -2.24 0.40
H 4.18 4.02 -2.50 0.42
H 6.96 3.17 0.36 0.31
H 7.25 0.78 0.75 0.42
H 5.32 -0.76 0.60 0.46
H 0.83 -0.52 -2.42 0.19
H 1.05 -1.84 -4.49 0.50
H 3.07 -3.20 -4.88 0.40
H 4.90 -3.20 -3.22 0.44
H 4.67 -1.92 -1.13 0.24
H 2.24 -3.18 0.20 0.28
H 2.42 -4.66 2.16 0.45
H 2.99 -3.73 4.38 0.42
H 3.40 -1.30 4.63 0.44
H 3.21 0.19 2.66 0.48
H -0.61 5.55 0.51 0.47
H 1.03 7.40 0.55 0.41
H 3.41 6.96 0.20 0.29
H -2.69 4.42 0.06 0.29
H -4.27 4.92 -1.75 0.42
H -3.95 3.92 -3.99 0.38
H -2.06 2.40 -4.41 0.43
H -0.50 1.83 -2.56 0.23
H -3.02 2.41 1.26 0.15
H -3.78 2.36 3.59 0.49
H -2.16 2.65 5.44 0.40
H 0.22 3.08 4.93 0.45
H 0.99 3.12 2.59 0.36
N -5.89 -5.25 -1.32 -0.56
C -5.24 -4.07 -1.03 1.22
C -4.30 -3.55 -1.93 -0.86
C -3.71 -2.33 -1.68 -0.40
C -4.04 -1.62 -0.53 -0.52
C -4.95 -2.13 0.37 -0.25
C -5.54 -3.35 0.13 -0.95
S -3.38 0.01 -0.36 1.43
O -3.05 0.46 -1.69 -0.71
O -4.31 0.80 0.40 -0.80
N -1.93 -0.02 0.43 -0.27
C -1.82 -0.46 1.70 0.70
N -2.87 -0.99 2.35 -0.40
C -2.68 -1.34 3.61 -0.57
C -1.47 -1.20 4.27 -1.26
C -0.43 -0.69 3.51 -0.17
N -0.59 -0.34 2.24 0.78
H -5.43 -5.86 -1.98 0.22
H -6.32 -5.73 -0.55 0.21
H -4.05 -4.11 -2.82 0.24
H -2.99 -1.90 -2.37 0.44
H -5.18 -1.56 1.26 0.51
H -6.26 -3.76 0.83 0.29
H -3.55 -1.77 4.11 0.50
H -1.33 -1.48 5.30 0.48
H 0.57 -0.57 3.92 0.47
S -0.89 -8.02 0.67 -0.41
C -0.33 -6.51 0.27 0.18
S -1.44 -5.16 0.24 -0.04
C -0.11 -4.07 -0.20 -0.57
N 1.01 -4.70 -0.30 -0.35
N 0.91 -6.05 -0.05 0.31
C 2.15 -6.76 -0.12 0.51
C 3.32 -6.01 -0.25 0.30
C 4.55 -6.63 -0.30 -0.80
C 4.65 -8.01 -0.25 -0.51
C 3.49 -8.76 -0.15 -0.71
C 2.24 -8.15 -0.09 -0.67
S -0.43 -2.42 -0.43 0.36
H 3.25 -4.94 -0.30 0.30
H 5.45 -6.03 -0.39 0.40
H 5.62 -8.50 -0.30 0.38
H 3.54 -9.84 -0.11 0.38
H 1.36 -8.76 -0.01 0.25
```

Computed properties:
Gap between HOMO and LUMO, eV: 5.60
Energy relative to the best compared isomer or geometry (same formula, charge and spin), kcal/mol: 1.5
F_max, Eh/bohr: 0.0295
E_tot, Eh: -5157.3409
Spin multiplicity: 1

# C57H47IN4O2PbS2SbSe2Te2

A structure of composition C57H47IN4O2PbS2SbSe2Te2 in a non-equilibrium geometry (ωB97M-V with the def2-TZVPD basis set, the OMol25 dataset).

The geometry in XYZ format:
```
119
Properties=species:S:1:pos:R:3:mulliken_charge:R:1
Pb -1.49 0.29 -0.89 1.32
Se -4.02 0.24 4.55 -0.22
Te -3.12 2.49 5.42 -0.57
Te -3.25 2.66 2.18 0.10
Se -3.38 2.13 -0.33 -0.62
S -2.93 -3.43 5.22 0.10
C -3.52 -4.31 6.49 -0.51
C -3.75 -5.62 6.13 -0.50
C -3.51 -5.81 4.77 -0.80
C -3.08 -4.69 4.13 0.52
C -2.74 -4.51 2.72 0.75
C -1.89 -3.39 2.31 -0.91
N -1.65 -3.17 1.09 0.32
C -2.11 -3.92 0.05 -0.60
C -2.98 -4.97 0.33 0.81
C -3.59 -5.62 -0.78 -0.85
C -3.42 -5.24 -2.08 -1.22
C -2.50 -4.15 -2.34 1.34
C -2.15 -3.80 -3.69 -0.93
C -1.09 -2.98 -3.88 0.56
C -0.51 -2.31 -2.76 0.07
N -0.86 -2.60 -1.50 0.20
C -1.80 -3.57 -1.29 -0.35
C -0.54 -2.78 -5.20 0.10
C -0.71 -3.65 -6.25 -0.81
C -0.07 -3.24 -7.44 -0.78
C 0.49 -1.99 -7.32 -0.45
S 0.30 -1.38 -5.75 0.18
C -3.20 -5.32 1.70 -1.25
H -3.67 -3.80 7.40 0.47
H -4.07 -6.36 6.86 0.37
H -3.74 -6.75 4.35 0.42
H -1.45 -2.70 3.01 0.46
H -4.30 -6.38 -0.56 0.42
H -4.08 -5.67 -2.82 0.41
H -2.70 -4.27 -4.51 0.41
H 0.21 -1.48 -2.89 0.21
H -1.21 -4.57 -6.08 0.50
H -0.09 -3.72 -8.39 0.41
H 1.02 -1.39 -8.01 0.47
H -3.83 -6.13 1.96 0.47
I -3.88 -0.73 -2.87 0.14
C -3.13 0.37 -4.46 0.14
C -3.84 0.48 -5.61 -0.74
C -3.31 1.27 -6.66 -0.41
C -2.14 1.95 -6.59 -0.82
C -1.38 1.85 -5.42 1.70
C -0.20 2.61 -5.28 -1.24
C 0.47 2.62 -4.10 -0.94
C 0.03 1.86 -3.02 0.08
C -1.12 1.04 -3.10 -0.56
C -1.84 1.09 -4.30 0.76
H -4.83 0.05 -5.67 0.44
H -3.92 1.31 -7.60 0.29
H -1.66 2.51 -7.43 0.27
H 0.18 3.28 -6.09 0.22
H 1.36 3.25 -4.06 0.51
H 0.58 1.84 -2.11 -0.25
O -3.68 -0.37 1.96 -0.41
C -3.63 0.55 2.71 0.17
C 2.95 6.17 0.91 -1.70
C 3.36 5.01 0.08 1.55
C 4.63 5.03 -0.51 -0.53
C 5.14 3.99 -1.22 -0.92
C 4.37 2.85 -1.31 -0.60
C 3.12 2.76 -0.73 -0.87
C 2.58 3.83 0.04 0.59
Sb 0.83 2.99 0.93 0.00
C 1.71 1.60 2.37 0.96
C 0.72 0.71 2.79 0.22
C 0.98 -0.18 3.86 -0.72
C 2.25 -0.13 4.43 -1.09
C 3.27 0.68 3.89 -0.81
C 3.05 1.62 2.90 0.95
C 4.04 2.62 2.42 -0.89
C 0.38 4.44 2.40 0.80
C 0.44 4.17 3.79 -0.93
C -0.18 4.98 4.72 -0.91
C -0.75 6.18 4.27 -0.87
C -0.80 6.48 2.93 -0.75
C -0.36 5.59 1.97 0.83
C -0.80 5.87 0.56 -1.36
H 2.31 6.87 0.34 0.28
H 3.85 6.68 1.18 0.54
H 2.31 5.98 1.77 0.13
H 5.19 5.93 -0.37 0.41
H 6.17 4.12 -1.57 0.34
H 4.77 1.95 -1.76 0.48
H 2.53 1.84 -0.79 -0.02
H -0.28 0.75 2.34 -0.18
H 0.13 -0.68 4.30 0.75
H 2.47 -0.64 5.37 0.30
H 4.29 0.70 4.37 0.23
H 4.96 2.37 2.93 0.60
H 3.78 3.66 2.82 0.09
H 4.25 2.54 1.36 -0.04
H 0.83 3.25 4.15 0.40
H -0.14 4.62 5.72 0.61
H -1.21 6.89 4.89 0.40
H -1.30 7.38 2.59 0.38
H -1.42 6.75 0.52 0.50
H -1.38 4.98 0.26 0.16
H 0.13 6.02 -0.04 0.12
N 1.82 -0.67 -1.29 -0.67
C 2.01 -1.34 -0.34 0.39
N 2.10 -2.06 0.76 0.43
C 1.44 -3.35 0.73 1.15
C 2.40 -4.44 0.32 -0.62
O 3.52 -4.48 1.24 -0.41
C 4.23 -3.25 1.17 -0.68
C 3.31 -2.10 1.59 -0.19
H 0.57 -3.25 0.04 -0.98
H 1.12 -3.47 1.75 0.07
H 2.70 -4.50 -0.74 0.31
H 1.96 -5.44 0.51 0.37
H 4.63 -3.03 0.16 0.32
H 5.08 -3.44 1.83 0.37
H 3.80 -1.11 1.58 0.20
H 3.01 -2.25 2.65 0.14
```

Computed properties:
Gap between HOMO and LUMO, eV: 5.08
Energy relative to the best compared isomer or geometry (same formula, charge and spin), kcal/mol: 23.9
F_max, Eh/bohr: 0.0591
E_tot, Eh: -9435.8446
Spin multiplicity: 1
Total charge: -1